Computed, not measured: a 7-piece molecular cluster, C50H74BrF26O20P2S overall in a non-equilibrium geometry, with the ωB97M-V functional and the def2-TZVPD basis.

Summary:
Charge: -1
Largest force on an atom, eV Å⁻¹: 6.47
LUMO energy, eV: 1.45
HOMO-LUMO gap, eV: 6.262
Calculated total energy, eV: -264106.2135

Each atom is followed by the atoms it is bonded to, with distances in Å.
Geometry (Å):
1 C -2.25 0.47 -1.06  C2 1.423, H47 1.137, H48 1.139
2 C -2.17 0.00 -2.40  C1 1.423, P3 1.919, H49 1.137
3 P -0.86 -1.35 -2.76  C2 1.919, C4 1.924, C11 1.909, O20 1.767, O46 1.777, H50 1.456
4 C 0.72 -2.44 -2.86  P3 1.924, C5 1.603, H51 1.133, H52 1.137
5 C 1.91 -1.68 -2.09  C4 1.603, C6 1.609, H53 1.130, H54 1.136
6 C 3.37 -2.21 -2.53  C5 1.609, C7 1.617, H55 1.136, H56 1.145
7 C 4.41 -1.32 -1.66  C6 1.617, C8 1.595, H57 1.144, H58 1.131
8 C 5.86 -1.25 -2.33  C7 1.595, C9 1.613, H59 1.143, H60 1.125
9 C 6.85 -0.64 -1.21  C8 1.613, C10 1.604, H61 1.134, H62 1.144
10 C 6.25 0.65 -0.48  C9 1.604, H63 1.146, H64 1.144, H65 1.139
11 C -0.21 -0.24 -4.16  P3 1.909, C12 1.596, H66 1.140, H67 1.146
12 C 0.30 1.20 -3.71  C11 1.596, C13 1.609, H68 1.129, H69 1.147
13 C -0.28 2.33 -4.71  C12 1.609, C14 1.589, H70 1.145, H71 1.132
14 C -0.73 3.66 -3.97  C13 1.589, C15 1.590, H72 1.147, H73 1.141
15 C -2.12 3.54 -3.20  C14 1.590, O16 1.452, H74 1.131, H75 1.143
16 O -2.51 4.73 -2.48  C15 1.452, C17 1.391
17 C -1.79 4.91 -1.30  O16 1.391, C18 1.604, O19 1.236
18 C -2.25 6.12 -0.36  C17 1.604, H76 1.128, H77 1.131, H78 1.138
19 O -0.80 4.25 -0.95  C17 1.236
20 O -1.73 -2.16 -4.06  P3 1.767, C21 1.443
21 C -2.30 -3.42 -3.64  O20 1.443, S22 1.844, C26 1.607, H79 1.145
22 S -1.45 -4.92 -4.28  C21 1.844, C23 1.827, O24 1.515, O25 1.515
23 C -0.53 -5.95 -3.07  S22 1.827, H80 1.145, H81 1.141, H82 1.127
24 O -2.50 -5.80 -4.94  S22 1.515
25 O -0.49 -4.52 -5.38  S22 1.515
26 C -2.70 -3.23 -2.09  C21 1.607, C27 1.624, P43 1.885, O46 1.441
27 C -4.20 -2.63 -2.23  C26 1.624, C28 1.594, H83 1.131, H84 1.147
28 C -4.72 -1.87 -0.93  C27 1.594, O29 1.443, H85 1.138, H86 1.134
29 O -5.19 -0.54 -1.23  C28 1.443, C30 1.425
30 C -6.59 -0.49 -1.44  O29 1.425, C31 1.610, H87 1.129, H88 1.144
31 C -7.28 0.26 -0.19  C30 1.610, F32 1.421, F33 1.405, C34 1.593
32 F -8.02 1.38 -0.66  C31 1.421
33 F -6.32 0.80 0.68  C31 1.405
34 C -8.30 -0.70 0.56  C31 1.593, F35 1.412, F36 1.416, C37 1.589
35 F -9.49 -0.68 -0.21  C34 1.412
36 F -7.83 -2.03 0.61  C34 1.416
37 C -8.62 -0.30 2.07  C34 1.589, F38 1.389, F39 1.399, C40 1.612
38 F -7.54 -0.43 2.93  C37 1.389
39 F -9.10 1.01 2.05  C37 1.399
40 C -9.80 -1.23 2.66  C37 1.612, F41 1.415, F42 1.412, H89 1.135
41 F -9.80 -1.07 4.07  C40 1.415
42 F -11.04 -0.74 2.18  C40 1.412
43 P -2.82 -4.69 -0.91  C26 1.885, O44 1.731, Br45 2.294
44 O -3.26 -4.14 0.67  P43 1.731, H90 0.977
45 Br -4.57 -6.06 -1.47  P43 2.294
46 O -1.69 -2.35 -1.55  P3 1.777, C26 1.441
47 H -2.27 1.57 -0.78  C1 1.137
48 H -2.30 -0.25 -0.17  C1 1.139
49 H -2.81 0.43 -3.24  C2 1.137
50 H -0.14 -0.71 -1.66  P3 1.456
51 H 0.99 -2.76 -3.91  C4 1.133
52 H 0.53 -3.39 -2.26  C4 1.137
53 H 1.93 -0.57 -2.26  C5 1.130
54 H 1.81 -1.89 -0.98  C5 1.136
55 H 3.51 -3.32 -2.35  C6 1.136
56 H 3.56 -2.04 -3.65  C6 1.145
57 H 3.99 -0.26 -1.71  C7 1.144
58 H 4.52 -1.70 -0.60  C7 1.131
59 H 5.93 -0.52 -3.21  C8 1.143
60 H 6.25 -2.25 -2.66  C8 1.125
61 H 7.10 -1.39 -0.39  C9 1.134
62 H 7.85 -0.31 -1.66  C9 1.144
63 H 7.04 1.12 0.20  C10 1.146
64 H 5.95 1.47 -1.22  C10 1.144
65 H 5.38 0.39 0.22  C10 1.139
66 H 0.62 -0.75 -4.75  C11 1.140
67 H -1.07 -0.14 -4.91  C11 1.146
68 H 0.16 1.45 -2.62  C12 1.129
69 H 1.44 1.21 -3.89  C12 1.147
70 H 0.56 2.63 -5.43  C13 1.145
71 H -1.13 1.97 -5.36  C13 1.132
72 H -0.89 4.46 -4.78  C14 1.147
73 H 0.09 4.09 -3.30  C14 1.141
74 H -2.01 2.69 -2.46  C15 1.131
75 H -2.98 3.24 -3.88  C15 1.143
76 H -1.44 6.27 0.41  C18 1.128
77 H -2.40 7.01 -1.05  C18 1.131
78 H -3.24 5.79 0.08  C18 1.138
79 H -3.29 -3.43 -4.22  C21 1.145
80 H -1.29 -6.67 -2.61  C23 1.145
81 H 0.21 -6.61 -3.62  C23 1.141
82 H -0.05 -5.40 -2.21  C23 1.127
83 H -4.95 -3.40 -2.58  C27 1.131
84 H -4.15 -1.84 -3.06  C27 1.147
85 H -5.49 -2.52 -0.39  C28 1.138
86 H -3.84 -1.78 -0.22  C28 1.134
87 H -7.08 -1.47 -1.69  C30 1.129
88 H -6.77 0.21 -2.33  C30 1.144
89 H -9.66 -2.33 2.40  C40 1.135
90 H -2.45 -3.86 1.15  O44 0.977
91 C 0.20 3.69 2.07  C92 1.516, H100 1.094, H101 1.088, H102 1.092
92 C 1.48 3.50 1.27  C91 1.516, O93 1.441, H103 1.092, H104 1.093
93 O 2.57 3.11 2.12  C92 1.441, C94 1.342
94 C 2.57 1.83 2.52  O93 1.342, O95 1.199, C96 1.525
95 O 1.73 1.03 2.23  C94 1.199
96 C 3.79 1.54 3.39  C94 1.525, F97 1.347, F98 1.347, F99 1.341
97 F 3.97 2.46 4.36  C96 1.347
98 F 4.92 1.53 2.66  C96 1.347
99 F 3.72 0.35 4.00  C96 1.341
100 H 0.36 4.40 2.88  C91 1.094
101 H -0.61 4.05 1.43  C91 1.088
102 H -0.12 2.75 2.53  C91 1.092
103 H 1.76 4.46 0.81  C92 1.092
104 H 1.35 2.79 0.46  C92 1.093
105 C -7.03 6.89 3.85  C106 1.517, H114 1.093, H115 1.091, H116 1.092
106 C -5.77 7.37 4.55  C105 1.517, O107 1.438, H117 1.090, H118 1.092
107 O -4.82 6.29 4.70  C106 1.438, C108 1.342
108 C -4.15 5.96 3.59  O107 1.342, O109 1.200, C110 1.525
109 O -4.29 6.48 2.52  C108 1.200
110 C -3.16 4.83 3.88  C108 1.525, F111 1.344, F112 1.347, F113 1.339
111 F -3.72 3.82 4.56  C110 1.344
112 F -2.13 5.26 4.64  C110 1.347
113 F -2.63 4.31 2.77  C110 1.339
114 H -7.46 6.04 4.37  C105 1.093
115 H -7.77 7.69 3.80  C105 1.091
116 H -6.81 6.57 2.83  C105 1.092
117 H -6.03 7.70 5.56  C106 1.090
118 H -5.31 8.22 4.04  C106 1.092
119 C 3.02 -4.50 5.43  C120 1.517, H128 1.093, H129 1.091, H130 1.092
120 C 4.28 -4.13 4.67  C119 1.517, O121 1.436, H131 1.092, H132 1.093
121 O 4.15 -4.42 3.27  C120 1.436, C122 1.345
122 C 3.40 -3.55 2.56  O121 1.345, O123 1.198, C124 1.525
123 O 2.86 -2.59 3.03  C122 1.198
124 C 3.37 -3.95 1.09  C122 1.525, F125 1.348, F126 1.345, F127 1.339
125 F 3.08 -5.25 0.91  C124 1.348
126 F 4.55 -3.74 0.49  C124 1.345
127 F 2.46 -3.26 0.39  C124 1.339
128 H 2.76 -5.54 5.25  C119 1.093
129 H 3.15 -4.34 6.50  C119 1.091
130 H 2.17 -3.90 5.09  C119 1.092
131 H 5.11 -4.73 5.04  C120 1.092
132 H 4.56 -3.08 4.82  C120 1.093
133 C 3.80 -8.22 -0.63  C134 1.516, H142 1.093, H143 1.090, H144 1.092
134 C 5.05 -7.72 0.07  C133 1.516, O135 1.439, H145 1.091, H146 1.093
135 O 5.99 -8.79 0.28  C134 1.439, C136 1.342
136 C 6.68 -9.19 -0.80  O135 1.342, O137 1.200, C138 1.525
137 O 6.56 -8.72 -1.89  C136 1.200
138 C 7.66 -10.30 -0.43  C136 1.525, F139 1.346, F140 1.346, F141 1.340
139 F 7.08 -11.28 0.28  C138 1.346
140 F 8.69 -9.84 0.31  C138 1.346
141 F 8.20 -10.88 -1.51  C138 1.340
142 H 3.36 -9.05 -0.07  C133 1.093
143 H 3.07 -7.42 -0.72  C133 1.090
144 H 4.03 -8.60 -1.62  C133 1.092
145 H 4.79 -7.34 1.06  C134 1.091
146 H 5.52 -6.90 -0.48  C134 1.093
147 C -5.64 10.45 10.28  C148 1.517, H156 1.093, H157 1.091, H158 1.092
148 C -4.39 10.87 9.54  C147 1.517, O149 1.437, H159 1.092, H160 1.093
149 O -4.54 10.66 8.12  C148 1.437, C150 1.342
150 C -5.30 11.55 7.47  O149 1.342, O151 1.200, C152 1.525
151 O -5.85 12.49 7.99  C150 1.200
152 C -5.35 11.24 5.98  C150 1.525, F153 1.347, F154 1.345, F155 1.339
153 F -5.64 9.94 5.74  C152 1.347
154 F -4.18 11.49 5.38  C152 1.345
155 F -6.27 11.96 5.33  C152 1.339
156 H -5.90 9.42 10.05  C147 1.093
157 H -5.50 10.55 11.36  C147 1.091
158 H -6.50 11.06 10.00  C147 1.092
159 H -3.55 10.25 9.86  C148 1.092
160 H -4.13 11.91 9.74  C148 1.093
161 C 9.95 -3.24 -8.14  C162 1.517, H170 1.093, H171 1.091, H172 1.092
162 C 8.55 -3.71 -7.79  C161 1.517, O163 1.436, H173 1.092, H174 1.093
163 O 8.43 -3.97 -6.38  C162 1.436, C164 1.343
164 C 8.32 -2.89 -5.59  O163 1.343, O165 1.200, C166 1.525
165 O 8.33 -1.76 -5.99  C164 1.200
166 C 8.17 -3.30 -4.13  C164 1.525, F167 1.346, F168 1.345, F169 1.345
167 F 9.08 -4.21 -3.75  C166 1.346
168 F 6.96 -3.85 -3.90  C166 1.345
169 F 8.29 -2.25 -3.29  C166 1.345
170 H 10.69 -3.96 -7.79  C161 1.093
171 H 10.05 -3.11 -9.21  C161 1.091
172 H 10.18 -2.29 -7.65  C161 1.092
173 H 8.35 -4.66 -8.30  C162 1.092
174 H 7.79 -3.01 -8.11  C162 1.093

Results of the Löwdin charge analysis, in e, for atoms 1 through 5:
1 C -0.07
2 C -0.23
3 P 0.59
4 C -0.27
5 C -0.25